Record 1
A cluster of 10 separate species, C21H55FN20O15S in total in a non-equilibrium geometry, computed with wB97M-V/def2-TZVPD.

* total energy: -96745.7584 eV
* Kohn-Sham gap: 7.76 eV
* relative energy (zero: lowest compared OMol25 entry of this formula, charge and spin): 93.8 kJ/mol

```
! RIJCOSX wB97M-V def2-TZVPD def2/J DEFGRID3
* xyz 0 1
C -1.504 -5.829 3.011
S -1.340 -4.903 4.518
O -0.587 -5.685 5.456
O -2.649 -4.533 4.964
C -0.323 -3.452 4.206
C 0.529 -3.435 2.935
O 1.056 -4.336 2.336
O 0.630 -2.125 2.512
C 0.216 -1.347 3.637
C 0.137 0.141 3.432
O -0.874 0.749 3.273
N 1.437 0.856 3.409
C 2.070 0.860 4.653
O 1.919 1.655 5.535
F 2.949 -0.143 4.791
C -1.030 -2.087 4.114
C -1.718 -1.508 5.335
C -3.237 -1.551 5.279
C -3.840 -1.130 3.933
C -5.253 -0.602 4.164
C -6.257 -1.701 4.514
N -7.604 -1.487 3.970
H -1.874 -6.801 3.292
H -0.557 -5.913 2.504
H -2.238 -5.311 2.412
H 0.290 -3.391 5.099
H 0.979 -1.553 4.390
H 2.041 0.341 2.767
H -1.644 -2.124 3.215
H -1.382 -0.500 5.522
H -1.409 -2.110 6.183
H -3.640 -2.511 5.559
H -3.596 -0.847 6.020
H -3.261 -0.368 3.432
H -3.955 -2.026 3.332
H -5.241 0.096 4.993
H -5.614 -0.035 3.315
H -5.908 -2.646 4.116
H -6.371 -1.800 5.583
H -7.808 -0.509 3.850
H -7.719 -1.989 3.107
N -2.241 -2.597 -1.770
C -1.918 -2.761 -0.460
N -0.605 -2.518 -0.174
O -2.724 -3.096 0.401
H -1.563 -2.313 -2.458
H -3.189 -2.756 -2.050
H -0.336 -2.618 0.786
H 0.076 -2.255 -0.867
N 1.152 0.520 -1.784
C 1.255 -0.231 -2.907
N 2.073 0.264 -3.879
O 0.658 -1.298 -3.057
H 1.641 1.396 -1.640
H 0.550 0.177 -1.060
H 2.156 -0.274 -4.722
H 2.580 1.124 -3.795
N -6.607 3.857 6.743
C -6.830 2.990 5.707
N -6.791 3.551 4.458
O -7.047 1.806 5.884
H -6.428 4.835 6.621
H -6.630 3.477 7.670
H -6.949 2.942 3.678
H -6.615 4.522 4.290
N 3.978 -2.939 -7.761
C 2.973 -2.488 -6.963
N 3.064 -2.844 -5.649
O 2.044 -1.806 -7.385
H 4.748 -3.501 -7.437
H 3.935 -2.697 -8.730
H 2.329 -2.534 -5.036
H 3.810 -3.397 -5.274
N 6.666 -4.411 -10.450
C 6.925 -4.607 -9.123
N 8.221 -4.411 -8.742
O 6.053 -4.937 -8.333
H 7.363 -4.142 -11.118
H 5.724 -4.555 -10.760
H 8.440 -4.552 -7.775
H 8.951 -4.142 -9.373
N 2.731 1.381 -8.594
C 2.050 2.532 -8.346
N 0.734 2.369 -8.026
O 2.580 3.636 -8.406
H 2.317 0.464 -8.544
H 3.700 1.464 -8.829
H 0.200 3.195 -7.834
H 0.286 1.473 -7.967
N 0.782 2.845 8.165
C -0.194 3.737 8.512
N -1.090 4.028 7.514
O -0.269 4.238 9.619
H 0.852 2.427 7.257
H 1.455 2.608 8.868
H -1.820 4.677 7.732
H -1.048 3.628 6.597
N 2.540 4.870 0.419
C 2.652 4.108 -0.704
N 3.487 4.587 -1.664
O 2.034 3.057 -0.840
H 3.028 5.734 0.552
H 1.926 4.540 1.139
H 3.576 4.048 -2.502
H 3.994 5.447 -1.584
N 3.035 5.517 -5.823
C 2.099 6.399 -5.368
N 1.165 6.765 -6.299
O 2.085 6.828 -4.225
H 3.043 5.155 -6.763
H 3.742 5.224 -5.180
H 0.457 7.411 -6.009
H 1.162 6.422 -7.241
*
```



Record 2
A cluster of 2 separate species, C6H12O in total, computed with wB97M-V/def2-TZVPD.

* total energy: -8463.1506 eV
* Kohn-Sham gap: 10.59 eV
* relative energy (zero: lowest compared OMol25 entry of this formula, charge and spin): 116.1 kJ/mol

```
! RIJCOSX wB97M-V def2-TZVPD def2/J DEFGRID3
* xyz 0 1
C -0.493 -1.480 -0.238
C 0.031 -0.301 -1.073
C 1.372 0.186 -0.549
C 2.582 -0.561 -1.062
O 1.477 1.104 0.238
H -1.498 -1.777 -0.559
H 0.155 -2.359 -0.336
H -0.554 -1.209 0.820
H -0.679 0.531 -1.053
H 0.167 -0.610 -2.117
H 2.454 -1.639 -0.908
H 2.677 -0.400 -2.142
H 3.486 -0.215 -0.559
C -2.430 1.212 1.346
C -1.291 1.700 1.826
H -3.331 1.161 1.953
H -2.517 0.846 0.324
H -1.231 2.063 2.849
H -0.377 1.747 1.237
*
```



Record 3
An isolated molecule of C21H27FN2O2, computed with wB97M-V/def2-TZVPD.

* total energy: -32006.4274 eV
* Kohn-Sham gap: 8.50 eV
* relative energy (zero: lowest compared OMol25 entry of this formula, charge and spin): 170.0 kJ/mol

```
! RIJCOSX wB97M-V def2-TZVPD def2/J DEFGRID3
* xyz 0 1
C -5.648 -2.847 1.272
C -5.217 -1.593 0.597
C -5.708 -0.929 -0.485
C -4.900 0.225 -0.648
C -3.967 0.185 0.343
C -2.839 1.110 0.680
N -1.859 1.158 -0.402
C -1.390 2.500 -0.707
C -0.417 3.033 0.358
N 0.723 2.157 0.573
C 1.759 2.254 -0.443
C 2.999 1.566 0.030
C 3.682 0.682 -0.695
C 4.898 -0.018 -0.306
C 5.457 -0.938 -1.196
C 6.607 -1.634 -0.884
C 7.209 -1.406 0.340
F 8.335 -2.079 0.657
C 6.686 -0.502 1.248
C 5.535 0.186 0.921
C 0.275 0.793 0.817
C -0.700 0.273 -0.259
C -1.089 -1.182 -0.013
C -1.805 -1.784 -1.227
O -2.384 -3.036 -0.947
O -4.155 -0.920 1.104
H -6.148 -2.622 2.215
H -6.338 -3.388 0.632
H -4.791 -3.482 1.493
H -6.539 -1.222 -1.092
H -4.994 0.977 -1.404
H -2.411 0.793 1.639
H -3.252 2.114 0.816
H -2.250 3.164 -0.803
H -0.888 2.460 -1.679
H -0.054 4.025 0.080
H -0.942 3.118 1.315
H 1.979 3.321 -0.570
H 1.460 1.853 -1.425
H 3.302 1.840 1.029
H 3.321 0.439 -1.688
H 4.979 -1.109 -2.150
H 7.040 -2.345 -1.570
H 7.181 -0.348 2.194
H 5.128 0.891 1.628
H 1.154 0.148 0.867
H -0.212 0.779 1.798
H -0.185 0.314 -1.229
H -0.187 -1.760 0.196
H -1.737 -1.260 0.861
H -1.091 -1.966 -2.034
H -2.563 -1.077 -1.587
H -3.049 -2.910 -0.261
*
```



Record 4
A cluster of 13 separate species, H26O13 in total in a non-equilibrium geometry, computed with wB97M-V/def2-TZVPD.

* total energy: -27036.3051 eV
* Kohn-Sham gap: 10.12 eV
* relative energy (zero: lowest compared OMol25 entry of this formula, charge and spin): 544.4 kJ/mol

```
! RIJCOSX wB97M-V def2-TZVPD def2/J DEFGRID3
* xyz 0 1
H -0.010 0.353 1.034
H -0.089 -0.173 -0.423
H -2.024 -3.584 2.021
H -0.913 -4.536 2.461
H -4.305 1.947 -1.554
H -2.852 2.395 -1.174
H 1.364 -4.869 -0.327
H -0.132 -4.630 -0.654
H -3.423 -0.406 -3.577
H -2.188 0.300 -3.343
H -1.170 0.154 5.869
H -1.167 1.514 5.950
H 1.322 5.375 -0.568
H 1.176 4.355 0.562
H 2.907 4.396 1.786
H 2.977 3.219 1.019
H 1.963 0.751 -3.095
H 1.363 -0.315 -2.380
H 0.256 0.293 3.976
H 0.931 -1.080 4.131
H 3.795 -1.817 -0.858
H 2.717 -2.968 -0.773
H -1.179 2.418 -1.526
H -0.228 1.562 -0.705
H -0.908 -1.679 -3.600
H -0.188 -2.904 -2.816
O 0.147 -0.392 0.416
O -1.850 -4.434 2.452
O -3.455 2.117 -1.927
O 0.579 -5.214 -0.783
O -2.639 -0.399 -2.993
O -1.232 0.853 5.243
O 1.075 5.296 0.346
O 2.970 4.144 0.841
O 1.111 0.588 -2.557
O 0.922 -0.219 3.659
O 2.980 -2.087 -1.224
O -0.534 1.686 -1.616
O -0.071 -2.012 -3.294
*
```



Question: Which formula does entry 1 have?
Answer: C21H55FN20O15S